#i
A cluster of 2 separate species, C4H14N3 in total, computed with wB97M-V/def2-TZVPD.

The geometry in XYZ format:
```
21
Properties=species:S:1:pos:R:3
C -1.76 1.02 0.49
C -1.77 2.06 -0.75
H -1.85 0.00 0.14
H -0.82 1.03 1.09
H -2.64 1.13 1.15
H -1.74 3.15 -0.54
H -2.79 1.99 -0.97
H -1.09 1.77 -1.55
C 1.52 1.14 -0.22
C 0.58 -1.15 0.08
N 0.57 0.09 -0.49
N 1.66 -1.51 0.80
N -0.49 -2.00 0.07
H -0.21 0.39 -1.07
H 2.40 -0.89 0.90
H 1.80 -2.47 0.93
H -1.44 -1.82 -0.39
H -0.32 -2.95 0.41
H 2.11 1.30 -1.14
H 2.02 0.94 0.76
H 1.01 2.00 0.08
```

- HOMO: -14.5 eV
- Net charge: +1

Here are the Löwdin charges for atoms 1 to 4, given in e: number 1, C, carries -0.130; number 2, C, carries -0.099; number 3, H, carries 0.012; number 4, H, carries 0.070

=====

#ii
A cluster of 2 separate species, C4H14N3 in total, computed with wB97M-V/def2-TZVPD.

The geometry in XYZ format:
```
21
Properties=species:S:1:pos:R:3
C 1.53 -2.02 1.83
C 2.72 -2.29 0.88
H 0.63 -1.63 1.35
H 1.19 -2.97 2.25
H 1.86 -1.40 2.66
H 3.62 -2.21 1.49
H 2.65 -1.62 0.03
H 2.71 -3.35 0.63
C -1.23 3.00 -1.45
C -1.42 0.70 -0.68
N -1.60 1.61 -1.62
N -1.55 -0.61 -0.98
N -1.03 1.06 0.54
H -1.95 1.37 -2.53
H -1.09 -0.91 -1.81
H -1.45 -1.28 -0.24
H -1.22 1.97 0.89
H -1.03 0.33 1.25
H -0.35 3.27 -0.87
H -2.12 3.59 -1.24
H -0.89 3.41 -2.41
```

- HOMO: -14.5 eV
- Net charge: +1

Here are the Löwdin charges for atoms 1 to 4, given in e: number 1, C, carries -0.172; number 2, C, carries -0.151; number 3, H, carries 0.021; number 4, H, carries 0.067

=====

Here are the energies relative to the best structure, in hartree: #i 0.0315; #ii 0.0000.

=====

#i
The molecule C2H3N3, computed with wB97M-V/def2-TZVPD.

The geometry in XYZ format:
```
8
Properties=species:S:1:pos:R:3
C 0.95 -0.43 0.33
C -0.31 -0.06 0.67
H 1.70 -0.88 0.95
H -0.83 -0.02 1.61
H -1.77 0.83 -0.62
N -0.84 0.43 -0.47
N 0.01 0.33 -1.47
N 1.11 -0.19 -1.00
```

- HOMO: -10.0 eV
- Net charge: 0

Here are the Löwdin charges for atoms 1 to 4, given in e: number 1, C, carries -0.165; number 2, C, carries -0.116; number 3, H, carries 0.090; number 4, H, carries 0.104

=====

#ii
The molecule C2H3N3, computed with wB97M-V/def2-TZVPD.

The geometry in XYZ format:
```
8
Properties=species:S:1:pos:R:3
N 1.23 -0.06 -0.05
N 0.61 1.06 0.25
C -0.68 0.72 0.20
C -0.77 -0.64 -0.14
N 0.47 -1.12 -0.29
H 2.23 -0.13 -0.09
H -1.46 1.44 0.39
H -1.63 -1.28 -0.27
```

- HOMO: -10.3 eV
- Net charge: 0

Here are the Löwdin charges for atoms 1 to 4, given in e: number 1, N, carries -0.108; number 2, N, carries 0.045; number 3, C, carries -0.160; number 4, C, carries -0.160

=====

#iii
The molecule C2H3N3, computed with wB97M-V/def2-TZVPD.

The geometry in XYZ format:
```
8
Properties=species:S:1:pos:R:3
N 0.45 -0.77 -0.25
C -0.61 -0.13 0.39
C -0.64 1.24 -0.10
N 0.53 1.26 -0.91
N 1.10 0.11 -1.01
H 0.80 -1.71 -0.16
H -1.40 -0.70 0.86
H -0.23 0.70 1.18
```

- HOMO: -9.2 eV
- Net charge: 0

Here are the Löwdin charges for atoms 1 to 4, given in e: number 1, N, carries -0.017; number 2, C, carries -0.238; number 3, C, carries -0.107; number 4, N, carries -0.055

=====

#iv
The molecule C2H3N3, computed with wB97M-V/def2-TZVPD.

The geometry in XYZ format:
```
8
Properties=species:S:1:pos:R:3
C -1.17 -0.03 -0.01
C -0.39 1.05 -0.01
H -2.23 -0.09 0.12
H -0.56 2.11 -0.03
H 1.74 1.08 0.17
N 0.89 0.57 -0.01
N 0.92 -0.74 -0.01
N -0.33 -1.15 0.00
```

- HOMO: -10.2 eV
- Net charge: 0

Here are the Löwdin charges for atoms 1 to 4, given in e: number 1, C, carries -0.145; number 2, C, carries -0.118; number 3, H, carries 0.089; number 4, H, carries 0.102

=====

Here are the energies relative to the best structure, in hartree: #i 0.0080; #ii 0.0000; #iii 0.1417; #iv 0.0124.

=====

#i
The molecule C2H3N3, computed with wB97M-V/def2-TZVPD.

The geometry in XYZ format:
```
8
Properties=species:S:1:pos:R:3
N 0.72 1.93 0.07
C -0.35 -1.68 0.46
C -0.52 -0.47 0.00
N -0.82 0.58 -0.56
N 0.23 1.43 -0.94
H 1.44 2.58 -0.26
H -0.19 -1.89 1.51
H -0.51 -2.48 -0.26
```

- HOMO: -9.6 eV
- Net charge: 0

Here are the Löwdin charges for atoms 1 to 4, given in e: number 1, N, carries 0.060; number 2, C, carries 0.019; number 3, C, carries -0.198; number 4, N, carries 0.032

=====

#ii
The molecule C2H3N3, computed with wB97M-V/def2-TZVPD.

The geometry in XYZ format:
```
8
Properties=species:S:1:pos:R:3
C -0.96 -0.10 -0.35
C -0.06 -0.69 0.45
H -2.08 -0.10 -0.25
H -0.18 -1.29 1.28
H 1.96 0.35 0.53
N 1.09 0.07 0.10
N 0.73 1.02 -0.66
N -0.51 0.75 -1.10
```

- HOMO: -9.6 eV
- Net charge: 0

Here are the Löwdin charges for atoms 1 to 4, given in e: number 1, C, carries -0.309; number 2, C, carries -0.047; number 3, H, carries 0.132; number 4, H, carries 0.074

=====

Here are the energies relative to the best structure, in hartree: #i 0.0336; #ii 0.0000.

=====

#i
A cluster of 2 separate species, C3H11NO in total, computed with wB97M-V/def2-TZVPD.

The geometry in XYZ format:
```
16
Properties=species:S:1:pos:R:3
C -1.33 0.26 2.29
N 0.63 -4.27 -4.65
H -1.21 -0.54 2.96
H -1.25 1.14 2.98
H -2.37 0.42 1.78
H 0.33 -4.93 -5.45
H 0.56 -4.78 -3.76
H -0.14 -3.39 -4.66
C 0.77 1.53 1.54
O -0.32 0.63 1.25
C 0.74 2.62 0.46
H 1.66 0.82 1.76
H 0.35 1.76 2.69
H -0.34 2.83 0.48
H 0.87 2.22 -0.48
H 1.06 3.70 0.80
```

- HOMO: -9.7 eV
- Net charge: 0

Here are the Löwdin charges for atoms 1 to 4, given in e: number 1, C, carries -0.074; number 2, N, carries -0.086; number 3, H, carries 0.051; number 4, H, carries 0.063

=====

#ii
A cluster of 2 separate species, C3H11NO in total, computed with wB97M-V/def2-TZVPD.

The geometry in XYZ format:
```
16
Properties=species:S:1:pos:R:3
C 0.51 2.81 -1.24
O 0.36 1.98 -0.25
H 0.83 3.84 -0.79
H 1.28 2.45 -2.01
H -0.52 2.89 -1.71
C 0.96 -1.43 1.05
N -0.24 -0.64 0.57
C -1.31 -1.48 0.02
H 1.93 -1.03 0.73
H 0.98 -1.52 2.12
H 0.83 -2.54 0.62
H -0.02 0.07 -0.11
H -0.74 -0.23 1.41
H -1.22 -1.74 -1.01
H -2.23 -0.96 0.15
H -1.40 -2.45 0.47
```

- HOMO: -6.0 eV
- Net charge: 0

Here are the Löwdin charges for atoms 1 to 4, given in e: number 1, C, carries -0.487; number 2, O, carries -0.433; number 3, H, carries 0.059; number 4, H, carries 0.047

=====

Here are the energies relative to the best structure, in hartree: #i 0.0000; #ii 0.0252.

=====

#i
A cluster of 2 separate species, C3H11NO in total, computed with wB97M-V/def2-TZVPD.

The geometry in XYZ format:
```
16
Properties=species:S:1:pos:R:3
C 0.15 -1.52 2.63
O 1.11 -2.19 3.49
H -0.50 -2.30 2.22
H 0.57 -1.05 1.76
H -0.55 -0.78 3.08
C -0.61 2.36 -2.67
N -0.75 1.33 -1.63
C 0.20 0.23 -1.88
H -1.71 2.78 -3.03
H -0.11 1.93 -3.61
H -0.05 3.23 -2.25
H 0.83 -2.79 4.18
H -1.68 1.04 -1.36
H 1.23 0.58 -1.72
H -0.08 -0.67 -1.27
H 0.04 -0.16 -2.95
```

- HOMO: -8.6 eV
- Net charge: 0

Here are the Löwdin charges for atoms 1 to 4, given in e: number 1, C, carries -0.145; number 2, O, carries -0.131; number 3, H, carries 0.070; number 4, H, carries 0.058

=====

#ii
A cluster of 2 separate species, C3H11NO in total, computed with wB97M-V/def2-TZVPD.

The geometry in XYZ format:
```
16
Properties=species:S:1:pos:R:3
C -1.31 -0.14 0.46
C 0.15 -0.36 -0.06
C 0.67 -1.74 0.32
N 0.38 -0.14 -1.52
H -1.66 -1.06 1.01
H -1.45 0.87 1.03
H -2.03 -0.17 -0.38
H 0.80 0.34 0.46
H 1.73 -1.99 0.03
H 0.91 -1.67 1.42
H -0.01 -2.60 0.10
H 0.10 0.80 -1.81
H -0.12 -0.92 -2.05
H 0.63 3.41 0.95
H 0.48 2.76 -0.41
O 0.73 2.59 0.45
```

- HOMO: -8.9 eV
- Net charge: 0

Here are the Löwdin charges for atoms 1 to 4, given in e: number 1, C, carries -0.084; number 2, C, carries -0.530; number 3, C, carries -0.117; number 4, N, carries -0.002

=====

Here are the energies relative to the best structure, in hartree: #i 0.0413; #ii 0.0000.

=====

#i
A cluster of 2 separate species, C3H11NO in total, computed with wB97M-V/def2-TZVPD.

The geometry in XYZ format:
```
16
Properties=species:S:1:pos:R:3
C -0.25 -2.69 1.48
O 0.75 -1.83 2.00
H 0.12 -3.71 1.62
H -1.19 -2.67 2.06
H -0.53 -2.43 0.46
C -1.08 1.58 -1.24
C 0.44 1.74 -1.19
N 1.03 0.86 -0.15
H -1.57 2.34 -1.85
H -1.32 0.60 -1.68
H -1.41 1.55 -0.20
H 0.86 1.52 -2.17
H 0.61 2.77 -0.86
H 0.35 -0.96 2.05
H 1.83 1.30 0.27
H 1.38 0.03 -0.61
```

- HOMO: -9.5 eV
- Net charge: 0

Here are the Löwdin charges for atoms 1 to 4, given in e: number 1, C, carries -0.177; number 2, O, carries -0.136; number 3, H, carries 0.077; number 4, H, carries 0.074

=====

#ii
A cluster of 2 separate species, C3H11NO in total, computed with wB97M-V/def2-TZVPD.

The geometry in XYZ format:
```
16
Properties=species:S:1:pos:R:3
C 1.29 -0.08 0.44
N 0.23 2.87 -0.08
H 1.40 -0.34 -0.61
H 1.89 -0.67 1.12
H 1.61 0.95 0.60
H -0.25 3.59 -0.61
H 0.45 3.20 0.85
H -0.46 2.14 0.07
C -0.72 -1.36 0.50
O -0.09 -0.12 0.80
C -0.81 -1.64 -0.99
H -0.28 -2.14 1.13
H -1.74 -1.23 0.87
H -1.51 -2.46 -1.17
H -1.14 -0.72 -1.46
H 0.12 -1.97 -1.44
```

- HOMO: -9.8 eV
- Net charge: 0

Here are the Löwdin charges for atoms 1 to 4, given in e: number 1, C, carries -0.113; number 2, N, carries 0.017; number 3, H, carries 0.082; number 4, H, carries 0.084

=====

Here are the energies relative to the best structure, in hartree: #i 0.0033; #ii 0.0000.

=====

#i
The molecule C4H4N2O2, computed with wB97M-V/def2-TZVPD.

The geometry in XYZ format:
```
12
Properties=species:S:1:pos:R:3
C 0.62 -0.59 0.08
C 0.07 0.88 0.17
C -1.22 1.12 0.01
C -1.64 -1.17 -0.02
H 3.60 -0.12 -0.17
H 0.70 1.76 0.06
H -1.65 2.13 -0.05
H -2.47 -1.93 0.04
N 1.88 -0.88 0.02
N -0.39 -1.53 0.04
O 2.67 0.24 -0.08
O -2.15 0.10 -0.10
```

- HOMO: -8.6 eV
- Net charge: 0

Here are the Löwdin charges for atoms 1 to 4, given in e: number 1, C, carries -0.322; number 2, C, carries 0.023; number 3, C, carries -0.111; number 4, C, carries -0.145

=====

#ii
The molecule C4H4N2O2, computed with wB97M-V/def2-TZVPD.

The geometry in XYZ format:
```
12
Properties=species:S:1:pos:R:3
C 2.15 0.16 0.01
C -0.22 0.24 0.03
C -1.80 -1.18 0.03
C -1.54 0.93 0.04
H 3.04 0.87 -0.03
H 2.22 -0.36 -0.95
H 2.20 -0.46 0.96
H -2.25 -2.15 -0.04
N -0.38 -1.03 -0.05
N -2.50 -0.07 0.00
O 0.92 0.95 0.01
O -1.84 2.09 -0.02
```

- HOMO: -10.4 eV
- Net charge: 0

Here are the Löwdin charges for atoms 1 to 4, given in e: number 1, C, carries -0.033; number 2, C, carries -0.308; number 3, C, carries -0.096; number 4, C, carries -0.406

=====

Here are the energies relative to the best structure, in hartree: #i 0.0504; #ii 0.0000.

=====

#i
The ion C4H7N2O with charge +1, computed with wB97M-V/def2-TZVPD.

The geometry in XYZ format:
```
14
Properties=species:S:1:pos:R:3
C 0.47 -0.92 0.13
C -2.06 -0.34 0.13
C 0.44 0.52 0.73
C 0.49 1.70 -0.25
N -0.67 -0.49 0.50
N 1.13 -1.88 -0.41
O -2.56 0.68 0.35
H -2.52 -1.39 -0.08
H 0.85 0.63 1.69
H 0.34 1.34 -1.28
H 1.54 2.22 -0.33
H -0.27 2.58 0.06
H 2.19 -1.92 -0.41
H 0.63 -2.72 -0.84
```

- HOMO: -15.3 eV
- Net charge: +1

Here are the Löwdin charges for atoms 1 to 4, given in e: number 1, C, carries -0.217; number 2, C, carries -0.221; number 3, C, carries -0.066; number 4, C, carries -0.049

=====

#ii
A cluster of 2 separate species, C4H7N2O in total, computed with wB97M-V/def2-TZVPD.

The geometry in XYZ format:
```
14
Properties=species:S:1:pos:R:3
C 1.07 -0.97 -0.29
C 0.42 1.36 0.01
C -1.00 0.89 0.21
C -1.23 -0.54 0.22
N 1.38 0.29 -0.30
N -0.11 -1.43 0.05
O -1.66 0.19 -0.83
H 1.72 -1.79 -0.50
H 0.56 2.02 -0.75
H 0.89 1.79 0.82
H -1.75 1.46 0.80
H -2.44 -1.33 1.15
H 2.22 0.47 -0.81
H -0.06 -2.42 0.24
```

- HOMO: -15.0 eV
- Net charge: +1

Here are the Löwdin charges for atoms 1 to 4, given in e: number 1, C, carries -0.066; number 2, C, carries -0.024; number 3, C, carries -0.174; number 4, C, carries -0.286

=====

#iii
The ion C4H7N2O with charge +1, computed with wB97M-V/def2-TZVPD.

The geometry in XYZ format:
```
14
Properties=species:S:1:pos:R:3
C 0.95 -1.38 -0.15
C -1.59 0.83 0.85
C 0.64 0.83 -0.43
C -0.65 0.18 -0.05
N 1.49 -0.29 -0.60
N -0.32 -1.22 0.17
O -2.29 0.39 1.70
H 1.50 -2.34 -0.19
H -1.73 1.94 0.43
H 0.56 1.51 -1.36
H 1.03 1.53 0.40
H -1.42 0.11 -1.09
H 2.51 -0.32 -0.64
H -0.67 -1.75 0.96
```

- HOMO: -14.3 eV
- Net charge: +1

Here are the Löwdin charges for atoms 1 to 4, given in e: number 1, C, carries -0.048; number 2, C, carries -0.267; number 3, C, carries -0.111; number 4, C, carries -0.269

=====

#iv
The ion C4H7N2O with charge +1, computed with wB97M-V/def2-TZVPD.

The geometry in XYZ format:
```
14
Properties=species:S:1:pos:R:3
C 0.96 0.07 -0.62
C 0.64 -0.87 0.17
C 0.32 1.41 -0.92
C 0.34 -2.10 0.79
N -0.77 1.61 0.07
N -1.09 0.59 0.78
O -2.18 0.44 1.29
H 1.76 -0.08 -1.48
H 0.92 2.32 -0.84
H -0.20 1.49 -1.88
H 0.04 -1.86 1.72
H 1.14 -2.72 0.78
H -0.32 -2.57 0.19
H -1.56 2.26 -0.04
```

- HOMO (spin up / spin down): -14.5 / -14.5 eV
- Net charge: +1

Here are the Löwdin charges for atoms 1 to 4, given in e: number 1, C, carries -0.022; number 2, C, carries 0.117; number 3, C, carries -0.084; number 4, C, carries 0.027

=====

Here are the energies relative to the best structure, in hartree: #i 0.0414; #ii 0.0895; #iii 0.0000; #iv 0.1620.

=====

#i
The molecule C6H7NOS, computed with wB97M-V/def2-TZVPD.

The geometry in XYZ format:
```
16
Properties=species:S:1:pos:R:3
C 2.06 -1.75 -0.09
C 3.00 -0.82 -0.14
C 0.65 -0.07 0.13
C -0.61 0.68 0.26
C -1.76 0.06 0.00
C -3.06 0.73 -0.10
N 0.75 -1.34 0.07
O 2.52 1.82 -0.62
S 2.26 0.72 0.36
H 2.18 -2.87 0.07
H 4.09 -0.81 -0.39
H -0.39 1.82 0.35
H -1.65 -1.06 0.10
H -3.90 0.25 -0.41
H -3.07 1.71 -0.54
H -3.07 0.91 0.94
```

- HOMO (spin up / spin down): -6.4 / -9.0 eV
- Expectation value of S²: 2.03
- Spin multiplicity: 3
- Net charge: 0

Here are the Löwdin charges for atoms 1 to 4, given in e: number 1, C, carries -0.217; number 2, C, carries -0.210; number 3, C, carries -0.482; number 4, C, carries -0.089

=====

#ii
The molecule C6H7NOS, computed with wB97M-V/def2-TZVPD.

The geometry in XYZ format:
```
16
Properties=species:S:1:pos:R:3
C -1.56 0.19 0.66
C -1.30 -1.08 0.34
C -1.16 1.37 -0.10
C -0.41 -1.48 -0.75
C -0.02 1.87 -0.46
C 0.88 -1.22 -0.69
N 1.97 0.93 0.23
O 2.84 -1.26 1.02
S 1.56 -0.57 0.87
H -2.25 0.41 1.47
H -1.77 -1.87 0.91
H -2.03 1.94 -0.43
H -0.86 -2.00 -1.59
H 0.39 2.68 -1.01
H 1.60 -1.50 -1.45
H 2.12 1.60 0.97
```

- HOMO (spin up / spin down): -7.2 / -9.1 eV
- Expectation value of S²: 2.02
- Spin multiplicity: 3
- Net charge: 0

Here are the Löwdin charges for atoms 1 to 4, given in e: number 1, C, carries -0.132; number 2, C, carries -0.151; number 3, C, carries -0.223; number 4, C, carries -0.149

=====

Here are the energies relative to the best structure, in hartree: #i 0.0000; #ii 0.0704.